Record 1
The following is a quantum chemistry calculation of a structure of composition C9H16S in a non-equilibrium geometry, from OMol25.

The geometry in XYZ format:
```
26
Properties=species:S:1:pos:R:3:forces:R:3:nbo_charge:R:1
S -0.509083 -0.842830 -1.577836 -0.078 0.054 -0.498 0.193
C 1.796933 0.024014 1.640107 1.139 1.844 -1.210 -0.597
C -0.576404 0.909620 -0.024724 1.507 -1.175 -1.036 -0.296
C -1.073686 0.961620 -1.436825 -1.114 0.086 -0.134 -0.090
C -0.087785 -1.549147 2.214761 1.974 2.416 -0.017 -0.583
C 0.848763 -0.962365 1.101685 -1.415 -2.491 -1.324 -0.120
C -2.589315 1.218273 -1.617741 -0.865 -0.056 1.687 -0.631
C 0.042854 -0.306759 0.010120 -1.645 1.883 0.803 -0.067
C -0.365646 1.877063 -2.474011 1.438 -0.006 3.055 -0.623
C 1.638866 -2.147337 0.468871 0.648 1.860 0.673 -0.597
H 1.015944 -2.979453 0.279118 -0.572 -1.118 0.213 0.213
H 2.370973 0.542533 0.821994 -0.870 -0.211 0.584 0.217
H 2.446410 -2.290492 1.203000 -0.138 -0.816 -0.607 0.209
H 1.386361 0.737361 2.315579 -0.771 0.896 0.167 0.213
H -3.231436 0.918983 -0.705574 1.095 -0.103 -1.500 0.222
H -0.549337 -0.699116 2.680178 -0.393 0.343 0.527 0.205
H -0.817888 -2.224242 1.982440 -2.039 -1.531 -1.655 0.214
H 0.460559 -2.095216 2.942319 1.064 -0.146 0.846 0.205
H -0.486056 1.767999 0.576604 0.028 0.775 1.082 0.205
H -0.903449 1.604619 -3.337704 0.396 0.154 -1.783 0.217
H -2.997411 0.788120 -2.543817 0.127 0.088 0.353 0.218
H 2.573883 -0.376426 2.199965 1.368 -1.451 1.224 0.210
H 2.033309 -1.858787 -0.502907 0.404 0.134 0.040 0.214
H 0.727488 1.704070 -2.337465 -0.672 -0.379 -1.140 0.225
H -0.413239 2.965022 -2.236180 -0.773 -0.709 -0.099 0.212
H -2.741606 2.312873 -1.641956 0.155 -0.338 -0.249 0.211
```
Positions in Å, forces in eV/Å.

E_HOMO: -7.92 eV
energy relative to the best compared isomer or geometry (same formula, charge and spin): 6.9 kJ/mol
LUMO energy: 0.79 eV
net charge: 0
frontier orbital gap: 0.3202 Eh
E_tot: -750.63809 Ha

Record 2
The following is a quantum chemistry calculation of the molecule C6H13N, from OMol25.

The geometry in XYZ format:
```
20
Properties=species:S:1:pos:R:3:forces:R:3:nbo_charge:R:1
N 0.021749 0.793983 -0.586223 -0.062 -0.077 -0.038 -0.407
C -0.424016 2.406072 1.292987 -0.001 0.028 -0.020 -0.612
C 0.520044 1.450977 0.606767 -0.005 0.014 0.194 -0.083
C -0.579941 -2.959361 -0.352849 0.019 -0.056 -0.014 -0.605
C 0.328867 -0.615427 -0.758945 0.028 -0.129 -0.040 -0.211
C -0.729142 -1.467863 -0.067606 -0.032 0.042 0.034 -0.403
C 1.113003 1.737822 -0.725309 0.181 0.152 -0.133 -0.259
H 0.115767 3.136703 1.905488 -0.050 -0.115 -0.078 0.209
H 0.870695 2.663548 -1.244803 0.043 -0.131 0.106 0.199
H 2.108993 1.342971 -0.932390 -0.164 0.028 0.047 0.189
H 1.144689 0.845271 1.270532 -0.123 0.048 -0.139 0.186
H -1.009658 2.944143 0.541451 0.080 -0.060 0.109 0.217
H -1.712472 -1.115426 -0.400365 0.118 -0.057 0.045 0.208
H 0.329621 -0.824043 -1.837033 0.001 0.003 0.137 0.193
H 1.336911 -0.875994 -0.379411 -0.145 0.083 -0.021 0.159
H -0.682112 -1.284362 1.014572 -0.007 -0.023 -0.145 0.194
H -1.353686 -3.537163 0.163293 0.123 0.075 -0.076 0.212
H 0.394662 -3.338523 -0.023293 -0.127 0.066 -0.041 0.201
H -0.671686 -3.165427 -1.425915 0.022 0.034 0.152 0.202
H -1.122289 1.862096 1.939051 0.102 0.075 -0.078 0.211
```
Positions in Å, forces in eV/Å.

E_HOMO: -9.05 eV
energy relative to the best compared isomer or geometry (same formula, charge and spin): 83.2 kJ/mol
LUMO energy: 1.25 eV
net charge: 0
frontier orbital gap: 0.3787 Eh
structure (SMILES): CCCN1C[C@H]1C
E_tot: -291.12706 Ha

Record 3
The following is a quantum chemistry calculation of a cluster of 14 separate species, C5H37NO15 in total in a non-equilibrium geometry, from OMol25.

The geometry in XYZ format:
```
58
Properties=species:S:1:pos:R:3:forces:R:3:nbo_charge:R:1
O 3.065608 -2.224563 1.776105 -0.507 0.980 -0.103 -1.006
O -0.082091 3.306014 3.818580 0.025 0.563 -1.263 -0.945
O 0.175762 3.085886 -0.291315 0.574 0.390 -0.215 -0.967
O -3.978895 0.918196 -0.262626 -0.230 0.227 -0.030 -0.954
O 0.554497 2.413759 -3.167763 -0.287 0.595 0.367 -0.954
O 0.254456 -2.298424 -1.097212 0.042 -0.498 0.401 -0.710
O 2.994509 4.125323 1.455378 0.532 0.190 -0.179 -0.955
O 4.897316 -1.282223 -0.807523 0.765 0.243 -0.675 -0.937
O -3.740738 0.692711 2.397888 0.596 -0.347 1.164 -0.953
O 2.239587 1.225218 3.249485 0.889 1.226 2.226 -0.992
O 2.249825 -0.996401 -2.755115 0.414 0.177 -0.283 -0.945
O -3.082585 -1.225230 -3.097424 -0.447 0.933 0.187 -0.747
O 1.472284 -4.129429 0.854745 -0.590 -0.974 -0.924 -0.961
O 2.870599 0.284493 0.572250 0.123 0.079 0.582 -0.972
O -2.256811 3.018842 -1.397263 -0.446 -0.267 0.556 -0.982
N 0.018035 -0.791270 0.557944 -1.945 -0.766 0.224 -0.605
C -2.151938 -1.980696 -2.320437 -0.471 -0.010 -0.244 0.120
C -0.796167 -0.041183 1.515685 0.060 0.011 1.297 -0.475
C -2.644287 -3.372679 -1.954342 0.145 0.467 -0.880 -0.639
C -1.793494 -1.134001 -1.099812 0.423 0.612 -0.784 -0.542
C -0.484274 -1.520656 -0.488361 1.234 0.502 -0.295 0.697
H -4.156258 1.349031 1.855126 -0.325 0.360 -0.709 0.488
H 1.343823 -4.068071 -0.106388 0.121 0.815 0.079 0.503
H -2.590333 -0.928848 -0.400750 -0.290 -0.396 0.059 0.244
H -2.728717 3.110966 -2.221590 0.285 0.333 -0.428 0.471
H 1.543303 -0.552125 -2.280585 -0.014 -0.143 0.306 0.474
H 0.642449 3.062143 -1.142689 -0.048 0.034 0.042 0.494
H 2.044673 4.039380 1.526763 -0.314 -0.246 0.049 0.480
H 1.510326 1.847227 3.225507 -0.360 -0.255 -0.625 0.492
H 2.275235 0.582768 2.573801 -0.680 -0.730 -1.551 0.488
H 3.389111 3.537292 2.106526 -0.281 -0.062 0.111 0.475
H -0.041173 3.009915 4.704937 0.052 -0.697 1.484 0.472
H -3.030270 0.945510 -0.092662 -0.033 0.102 -0.025 0.480
H 3.942122 -2.538997 1.961972 0.204 -0.752 0.181 0.477
H -0.210908 4.255846 3.913499 0.029 0.010 -0.258 0.478
H -3.574993 -3.305993 -1.393102 0.061 -0.016 0.243 0.208
H 4.071043 -1.368185 -1.284585 -0.297 0.269 -0.051 0.480
H -4.130323 1.783216 -0.651898 0.009 0.109 -0.202 0.480
H 3.340563 -0.466249 0.980999 -0.393 0.098 -0.365 0.491
H -0.435346 -0.280915 2.517980 0.787 0.449 -0.031 0.220
H 2.462340 -2.922488 1.449463 0.662 -0.242 0.259 0.515
H -4.409834 0.027187 2.544654 -0.271 -0.186 -0.009 0.469
H -2.855266 -3.901956 -2.886842 0.048 -0.247 0.127 0.209
H 0.837485 -1.183559 0.986002 0.435 -0.011 -0.332 0.413
H 0.952607 3.035524 -3.778423 0.131 0.111 -0.163 0.478
H -1.858890 -3.888537 -1.408427 -0.132 -0.149 0.106 0.225
H -1.549223 -0.178123 -1.582871 -0.176 0.351 0.371 0.255
H -3.838003 -1.679627 -3.469153 0.093 -0.603 0.303 0.477
H -0.719966 1.029725 1.354691 -0.056 0.146 0.097 0.192
H 2.309474 -1.856251 -2.330437 -0.418 -0.105 -0.020 0.475
H -1.839511 -0.262951 1.787515 -0.041 -0.360 -1.553 0.253
H 3.362543 1.056135 0.878977 -0.030 0.114 -0.307 0.478
H 0.284839 2.182295 0.004341 -0.064 -0.348 0.249 0.476
H -1.470484 3.581312 -1.349052 -0.247 -0.309 -0.166 0.505
H 4.798895 -1.767647 -0.002214 -0.254 -0.491 0.557 0.454
H -1.300614 -1.965861 -3.002054 0.445 -0.752 0.566 0.187
H 0.988144 -4.952766 1.002337 0.192 0.112 0.710 0.488
H 0.859935 1.559990 -3.450236 0.271 -0.646 -0.234 0.483
```
Positions in Å, forces in eV/Å.

E_HOMO: -9.71 eV
energy relative to the best compared isomer or geometry (same formula, charge and spin): 399.8 kJ/mol
LUMO energy: 0.20 eV
net charge: 0
frontier orbital gap: 0.3644 Eh
E_tot: -1396.03945 Ha

Record 4
The following is a quantum chemistry calculation of a cluster of 2 separate species, C6H14N5 in total in a non-equilibrium geometry, from OMol25.

The geometry in XYZ format:
```
25
Properties=species:S:1:pos:R:3:forces:R:3:nbo_charge:R:1
N -0.393160 -3.172147 0.272301 0.338 -0.922 0.968 -0.469
N 0.144165 -1.163294 0.736459 -0.014 0.395 0.381 -0.474
N 0.783396 1.382210 0.213246 0.323 -0.378 0.468 -0.844
N 0.178878 3.488973 -0.611727 -0.917 0.129 -0.472 -0.870
N 0.935459 1.817647 -2.050543 -0.249 -0.392 0.711 -0.581
C 0.635415 2.182320 -0.779527 0.297 0.649 0.424 0.627
C -0.935033 -1.467351 1.551742 0.682 0.274 -0.194 0.152
C 0.464155 -2.199762 -0.006288 0.143 0.260 -0.159 0.250
C -1.528976 -0.458513 2.446711 0.642 0.296 1.276 -0.667
C -1.181322 -2.780140 1.339746 -0.877 -0.078 -0.839 -0.063
C 1.139377 0.412870 -2.357554 -0.196 0.366 -1.214 -0.422
H -2.414004 -0.863867 2.934124 -0.097 0.387 -0.174 0.254
H 0.517565 1.827723 1.084604 0.016 0.356 -0.154 0.370
H 1.510651 0.384977 -3.381593 0.005 -0.161 -0.016 0.225
H -0.396169 3.833380 -1.369548 0.276 0.118 0.058 0.384
H 1.903770 -0.057189 -1.745323 -0.124 0.248 0.296 0.211
H 0.743545 4.213378 -0.203363 0.265 -0.292 0.215 0.414
H 0.190812 -0.127825 -2.349629 0.088 -0.243 0.267 0.189
H 1.308270 -2.203477 -0.672689 -0.155 -0.272 -0.195 0.244
H 0.508259 2.409108 -2.743217 0.306 -0.116 -0.317 0.399
H -0.815303 -0.195612 3.231459 0.135 -0.650 0.425 0.245
H -1.625766 0.561007 2.079255 -0.767 -0.319 -0.949 0.253
H -1.906955 -3.479853 1.710405 -0.176 0.221 0.227 0.247
H 0.605963 -0.197903 0.670532 -0.288 -0.171 -0.661 0.478
H -0.372983 -4.146653 0.000405 0.346 0.298 -0.372 0.449
```
Positions in Å, forces in eV/Å.

E_HOMO: -12.68 eV
energy relative to the best compared isomer or geometry (same formula, charge and spin): 42.4 kJ/mol
LUMO energy: -2.33 eV
net charge: +1
frontier orbital gap: 0.3801 Eh
E_tot: -510.60197 Ha